i | {
  "formula": "C5H34N2O12",
  "method": "the ωB97M-V functional and the def2-TZVPD basis",
  "species": ["C", "N", "C", "C", "C", "N", "C", "O", "H", "H", "H", "H", "H", "H", "H", "H", "H", "H", "H", "H", "O", "H", "H", "O", "H", "H", "O", "H", "H", "O", "H", "H", "O", "H", "H", "O", "H", "H", "O", "H", "H", "O", "H", "H", "O", "H", "H", "O", "H", "H", "O", "H", "H"],
  "xyz": [[0.08305, -2.08039, -0.61806], [-0.40092, -1.90265, 0.75525], [-0.67838, -3.20179, 1.37476], [-1.62644, -1.08921, 0.86321], [-1.26286, 0.39644, 0.60375], [-1.37448, 1.18570, 1.82821], [-2.52077, 1.78110, 2.27053], [-2.65561, 2.02721, 3.45608], [0.69997, -1.20318, -0.81100], [-0.68172, -2.17939, -1.40587], [0.56190, -3.04267, -0.77924], [0.20597, -3.84437, 1.34591], [-1.47785, -3.75374, 0.86346], [-0.91174, -3.11470, 2.43308], [-1.84595, -1.14572, 1.93478], [-2.51775, -1.49949, 0.37336], [-0.22935, 0.43840, 0.26720], [-1.87267, 0.76644, -0.21471], [-0.84564, 0.70884, 2.54396], [-3.20218, 2.18215, 1.51068], [1.80901, 1.42915, -3.98914], [1.29332, 0.81121, -4.52712], [1.25413, 1.52535, -3.21558], [2.67306, -1.12161, -3.33125], [2.11874, -1.68217, -2.78569], [2.56250, -0.22831, -2.98317], [2.94866, -2.36347, 0.79267], [2.15317, -1.94071, 0.44713], [2.57266, -2.95134, 1.45895], [-0.46097, 1.86904, -1.94970], [-0.56555, 2.81224, -1.73930], [0.15798, 1.57134, -1.27691], [1.60027, 2.17363, 1.46571], [2.38869, 2.56681, 1.87309], [1.33996, 1.64456, 2.24198], [2.06544, 0.78737, -0.80462], [2.55854, 1.57929, -1.03741], [2.06137, 0.76426, 0.16183], [-1.19886, -1.10789, 3.79339], [-0.27470, -1.00527, 3.49597], [-1.38369, -0.36216, 4.37228], [1.36634, -0.34109, 3.18084], [1.93876, -0.74662, 3.84312], [1.43333, -0.91673, 2.40277], [-0.30591, 3.72451, 0.09696], [0.35715, 4.36161, 0.30875], [0.01715, 2.94107, 0.57443], [-0.68226, 0.17489, -4.49604], [-1.02278, 0.26361, -3.58683], [-0.53311, -0.77261, -4.58758], [-2.70100, 0.67800, -2.79974], [-2.04335, 1.28577, -2.38923], [-2.94465, 1.14726, -3.60592]],
  "lowdin_charge": [-0.1024, -0.2606, -0.0979, -0.1644, -0.1520, 0.0256, -0.3255, 0.0136, 0.0534, 0.1016, 0.0892, 0.0776, 0.0954, 0.0739, 0.0828, 0.1324, 0.0732, 0.1050, 0.0858, 0.1437, -0.0718, 0.0206, -0.0212, -0.0592, 0.0089, -0.0120, -0.0404, -0.0189, 0.0347, -0.0655, 0.0683, 0.0053, -0.0558, 0.0888, 0.0404, -0.0552, 0.0702, 0.0188, -0.0767, -0.0048, 0.0540, -0.0373, 0.0865, 0.0385, -0.0456, 0.0348, -0.0029, -0.0628, -0.0036, 0.0524, -0.0873, -0.0044, 0.0530],
  "charge": 0,
  "e_lumo_ev": -0.427,
  "homo_energy_ev": -9.7,
  "homo_lumo_gap_ev": 9.226,
  "smiles": "CN(C)CCNC=O.O.O.O.O.O.O.O.O.O.O.O"
}

***

ii | {
  "formula": "C5H34N2O12",
  "method": "the ωB97M-V functional and the def2-TZVPD basis",
  "species": ["C", "C", "C", "N", "C", "O", "C", "N", "H", "H", "H", "H", "H", "H", "H", "H", "H", "H", "H", "H", "O", "H", "H", "O", "H", "H", "O", "H", "H", "O", "H", "H", "O", "H", "H", "O", "H", "H", "O", "H", "H", "O", "H", "H", "O", "H", "H", "O", "H", "H", "O", "H", "H"],
  "xyz": [[-0.84316, -0.08895, -3.49010], [-1.08584, -1.37916, -2.72728], [0.12501, -1.74295, -1.85146], [0.56101, -0.66228, -0.98240], [0.09731, -0.43909, 0.25296], [0.68075, 0.37977, 0.98485], [-1.07570, -1.26142, 0.76833], [-1.58959, -0.76354, 2.01657], [-0.84019, 0.81362, -2.88134], [0.14708, -0.12989, -3.95794], [-1.48982, 0.05757, -4.35558], [-1.19879, -2.22261, -3.40456], [-2.01089, -1.28500, -2.15332], [-0.09394, -2.55201, -1.16114], [0.82344, -2.22875, -2.53125], [1.37708, -0.11188, -1.21820], [-1.87841, -1.17077, 0.05848], [-0.75762, -2.27486, 0.92855], [-0.98451, -1.11423, 2.74553], [-1.87280, 0.19638, 2.03630], [1.77375, -0.46519, 3.34513], [1.29968, -0.07483, 2.58482], [2.46213, 0.16133, 3.58353], [-1.30851, 3.71756, 0.76241], [-0.60129, 4.01223, 0.17252], [-1.13752, 2.77408, 0.87286], [-0.88378, 3.32915, -1.94276], [0.06278, 3.03228, -2.02324], [-0.82310, 4.27571, -2.13324], [3.71075, -0.43166, 0.38378], [2.91250, -0.78533, 0.79963], [4.37591, -1.11477, 0.28814], [2.63797, 2.01777, 0.12051], [3.24148, 1.28674, -0.09890], [1.92351, 1.55647, 0.59420], [-2.14314, 1.12746, -0.17346], [-3.01286, 1.56490, -0.13989], [-1.55539, 1.63996, -0.73999], [-3.55672, 3.51157, -0.69313], [-2.79278, 3.58881, -1.27912], [-3.18607, 3.88153, 0.12438], [-0.42914, -5.08274, 1.29327], [-0.90702, -4.32188, 0.95783], [-0.12126, -4.85089, 2.17290], [1.58874, -2.91194, 1.27669], [2.17951, -3.66158, 1.40210], [1.43899, -2.58532, 2.17744], [1.70438, 2.75089, -2.20891], [2.06819, 2.55366, -1.29830], [2.12351, 3.57438, -2.47480], [-0.20152, -2.30018, 4.16376], [0.17723, -1.50148, 4.55662], [-1.11132, -2.28867, 4.49619]],
  "lowdin_charge": [-0.0994, -0.2277, -0.1742, 0.1152, -0.4448, -0.0361, -0.1990, 0.0404, 0.0458, 0.0773, 0.0752, 0.1054, 0.0974, 0.1029, 0.1282, 0.1431, 0.0958, 0.0849, 0.0197, 0.0632, -0.0589, 0.0035, 0.0536, -0.0629, 0.0404, 0.0239, -0.0960, 0.0046, 0.0656, -0.0421, 0.0187, 0.0604, -0.0654, 0.0270, 0.0128, -0.0483, 0.0599, 0.0133, -0.0767, -0.0016, 0.0265, -0.0530, 0.0093, 0.0253, -0.0427, 0.0587, 0.0242, -0.0778, 0.0054, 0.0599, -0.0709, 0.0321, 0.0579],
  "charge": 0,
  "e_lumo_ev": 0.204,
  "homo_energy_ev": -9.0,
  "homo_lumo_gap_ev": 9.236,
  "smiles": "CCCNC(=O)CN.O.O.O.O.O.O.O.O.O.O.O"
}

***

iii | {
  "formula": "C5H34N2O12",
  "method": "the ωB97M-V functional and the def2-TZVPD basis",
  "species": ["C", "O", "C", "C", "C", "N", "C", "N", "H", "H", "H", "H", "H", "H", "H", "H", "H", "H", "H", "H", "H", "H", "O", "H", "H", "O", "H", "H", "O", "H", "H", "O", "H", "H", "O", "H", "H", "O", "H", "H", "O", "H", "H", "O", "H", "H", "O", "H", "H", "O", "H", "H", "O"],
  "xyz": [[1.27895, -0.90831, 2.60267], [1.77210, -1.96396, 1.77094], [1.22764, 0.35641, 1.76377], [0.81533, 1.57149, 2.56900], [0.92438, 2.78009, 1.58670], [-0.05610, 1.52497, -1.69422], [0.58436, 2.11813, -0.74561], [0.07163, 2.59450, 0.42491], [1.92805, -0.88658, 3.48307], [0.32468, -1.27679, 2.95984], [1.34062, -1.83684, 0.90888], [0.48714, 0.16054, 0.96859], [2.21105, 0.41105, 1.28887], [-0.17586, 1.47788, 3.01985], [1.51705, 1.88275, 3.35436], [1.94651, 2.62902, 1.22563], [0.74441, 3.72916, 2.06173], [-0.98768, 1.34351, -1.42527], [1.63889, 2.35415, -0.85932], [-0.82994, 2.20766, 0.60046], [-2.58530, -2.55995, 0.32149], [-3.23846, -2.08734, 1.57493], [-3.35189, -2.11578, 0.59805], [-0.77459, -2.83149, -0.36151], [-0.30727, -3.86762, 0.53490], [-1.05528, -3.67385, 0.00909], [3.68851, 0.99077, -1.82181], [3.08128, 0.22876, -0.88603], [3.33260, 1.15492, -0.92880], [0.74767, -1.44032, -1.51840], [1.62731, -2.74913, -1.39793], [1.36516, -1.94628, -0.94015], [1.89660, 1.01233, -3.98266], [3.19535, 1.79220, -3.39693], [2.79166, 0.93256, -3.60578], [0.82452, 0.31439, -3.44198], [0.03692, 0.54542, -2.09138], [0.38255, -0.13992, -2.71328], [-4.52684, 1.28946, 1.98196], [-3.71881, 0.40385, 1.02704], [-3.64341, 0.92101, 1.85265], [3.55073, -1.29017, -0.08926], [3.11217, -1.05566, -1.59399], [3.86020, -1.11613, -1.00425], [-3.20424, -1.26098, 3.53672], [-1.95997, -0.63240, 2.92702], [-2.39194, -1.46706, 3.08144], [-2.71456, 0.92500, -3.86682], [-2.03505, -0.29582, -3.32872], [-2.74454, 0.31389, -3.18541], [-4.18458, -0.80451, -0.60235], [-3.62023, 0.10899, -1.67350], [-4.19949, 0.13207, -0.87919]],
  "lowdin_charge": [-0.2417, -0.0963, -0.1922, -0.1601, -0.1734, 0.1376, -0.1772, 0.0320, 0.1271, 0.0986, 0.0152, 0.1181, 0.1191, 0.1137, 0.1222, 0.1157, 0.1109, 0.0903, 0.1147, 0.1276, -0.0371, 0.0260, -0.0517, 0.0239, 0.0274, -0.0191, 0.0272, -0.0486, -0.1041, 0.0362, 0.0862, -0.0729, 0.0394, 0.0690, -0.0527, 0.0123, -0.2632, -0.1140, 0.0449, -0.0054, -0.0793, 0.0710, 0.0212, -0.0478, 0.0526, 0.0194, -0.0403, 0.0281, 0.0362, 0.0031, 0.0130, -0.0054, -0.0974],
  "charge": 0,
  "e_lumo_ev": 0.167,
  "homo_energy_ev": -9.3,
  "homo_lumo_gap_ev": 9.454
}

***

Taking the most stable structure as the zero point, the relative energies in kJ/mol are i 179.8; ii 0.0; iii 544.1.